{
  "formula": "C38H40BN8OsS2",
  "method": "ωB97M-V/def2-TZVPD",
  "symbols": ["Os", "C", "C", "C", "C", "C", "C", "N", "N", "B", "N", "C", "C", "C", "N", "C", "C", "C", "N", "C", "C", "C", "N", "C", "C", "C", "H", "H", "H", "H", "H", "H", "H", "H", "H", "H", "H", "H", "H", "H", "H", "H", "H", "H", "H", "H", "H", "H", "H", "H", "H", "H", "H", "H", "S", "C", "C", "C", "C", "C", "C", "N", "C", "C", "C", "C", "C", "C", "C", "C", "N", "C", "C", "C", "C", "C", "S", "C", "H", "H", "H", "H", "H", "H", "H", "H", "H", "H", "H", "H"],
  "xyz": [[-0.0369, -0.2364, 0.6382], [-3.2675, 1.0773, 0.7312], [-2.6361, 2.4294, 1.0747], [-3.6918, 3.4018, 1.6069], [-1.5498, 2.2295, 2.0879], [-1.1971, 3.0291, 3.1783], [-0.2116, 2.3268, 3.8508], [0.0167, 1.1818, 3.1992], [-0.7908, 1.1238, 2.1227], [0.7973, -0.0660, 3.6583], [2.0685, -0.2539, 2.8077], [3.3141, -0.4209, 3.2648], [4.1355, -0.7231, 2.1986], [3.3002, -0.7396, 1.0713], [2.0541, -0.4488, 1.4671], [3.7454, -1.0413, -0.3230], [4.7089, 0.0488, -0.8084], [2.5946, -1.2114, -1.3090], [-0.0992, -1.2787, 3.3505], [-0.5028, -2.2044, 4.2189], [-1.1537, -3.2131, 3.5244], [-1.1093, -2.8259, 2.1921], [-0.4675, -1.6393, 2.0931], [-1.5640, -3.5893, 0.9928], [-2.5022, -4.7364, 1.3572], [-0.3022, -4.1129, 0.2896], [-4.0446, 1.2009, -0.0184], [-2.5119, 0.3750, 0.3300], [-3.7117, 0.6386, 1.6225], [-2.2056, 2.8597, 0.1594], [-4.0476, 3.0855, 2.5851], [-4.5420, 3.4406, 0.9318], [-3.2871, 4.4077, 1.6911], [-1.6127, 3.9769, 3.4491], [0.3153, 2.5749, 4.7501], [1.0671, -0.0077, 4.7994], [3.5450, -0.3219, 4.3067], [5.1863, -0.9197, 2.2262], [4.3051, -1.9821, -0.2774], [4.2128, 1.0184, -0.8377], [5.0636, -0.1926, -1.8060], [5.5711, 0.1242, -0.1540], [2.2058, -0.2399, -1.6112], [1.7906, -1.8138, -0.8727], [2.9425, -1.7225, -2.2034], [-0.3107, -2.1195, 5.2696], [-1.5972, -4.0970, 3.9299], [-2.1034, -2.8847, 0.3457], [-1.9901, -5.4688, 1.9740], [-2.8453, -5.2402, 0.4567], [-3.3712, -4.3678, 1.8964], [0.2208, -4.7976, 0.9519], [0.3745, -3.2883, 0.0540], [-0.5501, -4.6533, -0.6209], [2.3323, 6.2632, -1.0134], [2.8096, 7.0604, 0.3924], [2.6442, 6.2925, 1.5328], [2.1235, 5.0331, 1.2604], [1.8799, 4.8269, -0.0923], [1.3231, 3.6796, -0.7408], [1.0168, 2.5045, -0.0126], [0.4470, 1.4352, -0.5352], [0.1673, 1.4280, -1.8683], [0.4939, 2.5311, -2.7034], [0.2346, 2.4379, -4.1037], [-0.3221, 1.3257, -4.6367], [-0.6671, 0.2064, -3.8194], [-1.2162, -0.9599, -4.3463], [-1.4987, -2.0366, -3.5063], [-1.2187, -1.8698, -2.1238], [-0.7059, -0.7826, -1.5972], [-0.4217, 0.2643, -2.4217], [-2.0337, -3.2641, -4.0130], [-2.6683, -4.3015, -3.3432], [-3.0893, -5.3165, -4.1947], [-2.7482, -5.0832, -5.5184], [-1.9566, -3.6178, -5.7465], [1.0580, 3.6608, -2.1155], [3.1898, 8.0650, 0.3476], [2.8940, 6.6465, 2.5188], [1.9296, 4.3078, 2.0312], [1.2699, 2.4632, 1.0381], [0.5036, 3.2724, -4.7298], [-0.5113, 1.2526, -5.6963], [-1.4295, -1.0117, -5.4039], [-1.4085, -2.6949, -1.4586], [-2.8569, -4.3139, -2.2855], [-3.6335, -6.1878, -3.8803], [-2.9361, -5.7320, -6.3540], [1.2828, 4.5233, -2.7241]],
  "atomic_forces_ev_per_a": [[0.47, 0.48, 0.56], [0.22, 0.11, -0.12], [-0.13, -0.12, -0.13], [0.19, -0.03, -0.10], [0.06, 0.33, 0.09], [0.14, -0.24, -0.21], [-0.21, 0.09, -0.29], [0.19, 0.34, 0.52], [0.20, -0.66, -0.71], [0.06, -0.11, -0.81], [0.25, 0.11, 0.52], [0.23, -0.05, -0.45], [-0.43, 0.07, -0.14], [0.51, -0.07, 0.49], [-1.18, 0.16, -0.56], [-0.08, 0.10, -0.27], [-0.03, -0.21, 0.04], [0.10, -0.11, 0.23], [-0.08, -0.14, 0.74], [-0.12, -0.12, -0.45], [0.03, 0.28, -0.38], [-0.20, -0.27, 0.31], [-0.08, 0.07, -0.65], [0.17, -0.03, -0.07], [0.01, 0.32, -0.03], [-0.20, 0.20, 0.02], [-0.04, -0.02, -0.09], [-0.31, 0.05, 0.04], [0.00, -0.14, 0.03], [0.03, -0.03, 0.06], [-0.06, -0.03, 0.07], [-0.05, 0.02, -0.07], [-0.02, 0.08, 0.05], [-0.15, 0.16, 0.10], [0.10, -0.07, 0.26], [0.09, 0.03, 0.34], [-0.03, 0.04, 0.23], [0.25, -0.06, -0.01], [-0.09, 0.07, 0.06], [-0.06, 0.10, 0.00], [0.07, 0.02, -0.13], [0.10, 0.06, 0.05], [-0.06, 0.08, -0.03], [-0.02, -0.05, -0.09], [-0.01, -0.02, -0.10], [0.12, 0.14, 0.20], [-0.09, -0.20, 0.11], [-0.01, -0.02, 0.03], [0.04, -0.12, 0.07], [-0.03, -0.08, -0.05], [-0.10, -0.05, 0.05], [0.10, -0.08, 0.02], [0.09, -0.09, -0.09], [0.01, -0.10, -0.15], [-0.25, -0.77, 0.46], [-0.09, -0.35, 0.63], [0.24, 0.68, -0.32], [-0.14, -0.21, -0.58], [0.32, 0.75, -0.02], [-0.09, 0.07, -0.73], [0.10, 0.05, 0.27], [-0.01, 0.07, -0.11], [-0.08, 0.10, -0.61], [-0.11, -0.46, 0.61], [-0.22, -0.37, -0.31], [0.13, 0.41, -0.03], [-0.07, -0.26, 0.31], [0.23, 0.33, 0.18], [-0.04, 0.00, -0.08], [-0.13, -0.29, 0.18], [0.10, -0.28, 0.89], [0.13, 0.34, -0.32], [0.37, 0.57, -0.75], [-0.45, -0.98, -0.09], [0.00, 0.26, 1.02], [0.24, 0.43, -0.35], [0.04, 0.17, 0.20], [-0.04, -0.29, 0.53], [0.07, 0.14, -0.06], [0.04, 0.05, 0.06], [-0.07, -0.16, 0.11], [-0.10, -0.12, 0.08], [0.01, 0.13, -0.12], [0.00, 0.06, -0.13], [0.02, 0.03, -0.14], [0.02, -0.03, 0.14], [-0.03, 0.05, 0.24], [-0.08, -0.20, 0.08], [-0.06, -0.16, -0.21], [0.03, 0.06, -0.12]],
  "lowdin_charge": [1.628, -0.058, -0.361, -0.045, -0.251, 0.038, -0.007, -0.017, -0.061, -0.495, -0.031, -0.012, 0.034, -0.241, -0.014, -0.346, -0.037, -0.073, -0.012, 0.016, 0.050, -0.242, -0.092, -0.378, -0.044, -0.051, 0.092, 0.016, 0.101, 0.137, 0.099, 0.092, 0.089, 0.122, 0.143, 0.134, 0.140, 0.125, 0.156, 0.081, 0.092, 0.087, 0.056, 0.035, 0.099, 0.147, 0.123, 0.113, 0.094, 0.080, 0.097, 0.105, 0.044, 0.080, 1.122, -0.350, -0.132, -0.088, -0.445, -0.158, -0.017, -0.054, -0.158, -0.098, 0.035, 0.028, -0.099, 0.081, -0.154, -0.018, 0.043, -0.139, -0.365, -0.039, -0.065, -0.274, 1.183, 0.070, 0.090, 0.121, 0.109, 0.119, 0.139, 0.137, 0.122, 0.083, 0.125, 0.138, 0.109, 0.115],
  "total_charge": 3,
  "orbital_gap_ev": [6.168, 3.431],
  "e_tot_ev": -76767.4657,
  "spin_multiplicity": 5,
  "e_homo_ev": [-15.30, -15.08]
}

{
  "formula": "C38H40ClF24I2N3O5P",
  "method": "ωB97M-V/def2-TZVPD",
  "symbols": ["C", "C", "P", "Cl", "C", "C", "C", "O", "N", "C", "C", "C", "C", "C", "C", "C", "C", "O", "N", "C", "C", "C", "C", "C", "C", "N", "C", "C", "I", "C", "C", "I", "H", "H", "H", "H", "H", "H", "H", "H", "H", "H", "H", "H", "H", "H", "H", "H", "H", "H", "H", "H", "H", "H", "H", "H", "H", "H", "H", "H", "C", "C", "C", "F", "F", "F", "F", "O", "C", "C", "F", "F", "F", "F", "H", "H", "H", "H", "C", "C", "C", "F", "F", "F", "F", "O", "C", "C", "F", "F", "F", "F", "H", "H", "H", "H", "C", "C", "C", "F", "F", "F", "F", "O", "C", "C", "F", "F", "F", "F", "H", "H", "H", "H"],
  "xyz": [[-0.5211, 5.2699, 4.1776], [-0.2840, 4.8554, 2.9372], [-0.4889, 4.2752, 1.0902], [-0.5974, 3.5176, -0.9145], [-0.3441, 2.5084, 1.8797], [-0.2555, 1.3028, 0.8353], [-0.0813, -0.0520, 1.7573], [0.1319, -0.0469, 3.0058], [-0.2572, -1.3363, 0.9918], [0.8657, -1.4588, 0.0168], [0.6734, -1.8288, -1.5087], [1.9148, -1.9930, -2.4911], [3.4150, -1.8002, -2.0242], [3.6010, -1.3768, -0.4965], [2.3769, -1.2187, 0.4681], [-2.3815, 4.2564, 1.1570], [-3.2093, 2.9375, 0.8378], [-3.7587, 2.3389, 1.8542], [-3.5468, 2.3466, -0.4725], [-4.0340, 0.9334, -0.2857], [-4.5084, 3.1734, -1.2625], [-0.7311, 6.1262, 0.4826], [-0.1792, 6.5815, -0.9398], [-0.4561, 8.0788, -1.2809], [-1.2544, 8.8564, -0.2017], [-1.7800, 8.4826, 1.0659], [-1.5291, 7.1174, 1.4545], [1.3762, 4.5112, 0.8358], [2.0617, 6.3778, 1.8641], [2.4457, 3.4378, 1.2994], [2.9955, 3.5407, 2.8276], [4.2760, 3.8852, 0.0906], [-0.5375, 5.2747, 5.3339], [-1.2771, 2.2618, 2.5449], [0.4541, 2.4711, 2.7326], [0.6693, 1.2667, 0.1595], [-1.2428, 1.0644, 0.2670], [-0.2817, -2.1416, 1.6450], [-0.3852, -1.9929, -1.9551], [1.7825, -2.2667, -3.6103], [4.3165, -1.9367, -2.7402], [4.6880, -1.2289, -0.1487], [2.5119, -0.9190, 1.5732], [-2.7362, 4.6837, 2.1805], [-2.8171, 5.0101, 0.3751], [-5.1311, 0.8778, 0.0775], [-3.3438, 0.2942, 0.3742], [-4.0147, 0.4375, -1.3376], [-4.8803, 2.4935, -2.1323], [-3.9261, 4.0493, -1.7230], [-5.4197, 3.4902, -0.6369], [0.4186, 5.9391, -1.6616], [-0.1007, 8.5861, -2.2627], [-1.4856, 9.9596, -0.4931], [-1.9982, 6.8235, 2.4524], [1.6072, 4.6405, -0.2991], [2.2729, 2.3359, 1.0802], [3.9414, 4.2086, 2.9105], [3.3753, 2.4675, 3.0881], [2.1915, 3.7843, 3.6047], [-1.5531, -0.8181, -7.9350], [-0.0188, -0.6907, -7.8281], [0.7721, -1.9917, -7.9895], [0.4582, -2.9143, -7.0615], [2.1026, -1.7519, -7.8540], [0.2896, -0.0692, -6.6647], [0.3784, 0.1611, -8.8224], [-2.2889, -0.9128, -6.7071], [-2.3864, -2.1946, -6.1140], [-1.6563, -2.2846, -4.7678], [-0.3512, -1.9562, -4.8787], [-1.6984, -3.5498, -4.2794], [-1.9800, -3.1275, -7.0002], [-3.7087, -2.4167, -5.9231], [-1.9030, 0.1191, -8.3788], [-1.8565, -1.5900, -8.6487], [0.6140, -2.4249, -8.9808], [-2.1096, -1.6156, -4.0321], [5.3481, -6.6149, -1.6517], [5.2275, -5.0810, -1.7684], [6.4747, -4.2867, -1.3665], [6.8342, -4.4929, -0.0863], [6.2462, -2.9530, -1.4861], [4.1365, -4.6733, -1.0757], [4.9606, -4.8020, -3.0813], [4.8280, -7.2227, -0.4604], [5.6710, -7.2324, 0.6768], [5.1316, -6.3699, 1.8254], [4.9326, -5.0905, 1.4449], [6.0125, -6.3363, 2.8572], [6.9236, -6.8960, 0.3055], [5.7385, -8.5245, 1.0789], [4.7248, -7.0279, -2.4507], [6.3576, -6.9704, -1.8795], [7.3215, -4.5347, -2.0122], [4.1812, -6.7625, 2.1948], [-2.8959, -0.6810, 4.9152], [-3.7792, -1.4889, 3.9418], [-5.2900, -1.3709, 4.1569], [-5.6808, -1.7919, 5.3754], [-5.9548, -2.1425, 3.2555], [-3.3794, -2.7863, 3.9591], [-3.5036, -1.0317, 2.6840], [-2.3578, -1.3883, 6.0444], [-3.1969, -1.5297, 7.1744], [-3.5886, -2.9880, 7.4457], [-4.1965, -3.5545, 6.3813], [-4.4636, -3.0683, 8.4810], [-4.2614, -0.7117, 7.0449], [-2.4886, -1.0526, 8.2269], [-2.0102, -0.3829, 4.3441], [-3.3606, 0.2637, 5.2122], [-5.6247, -0.3395, 4.0190], [-2.7091, -3.5889, 7.6892]],
  "atomic_forces_ev_per_a": [[1.53, -3.18, -4.99], [-2.48, 2.67, 7.45], [-0.02, 0.62, 2.04], [-0.04, -0.21, -1.36], [-0.63, -1.42, 0.85], [0.22, -2.33, 1.98], [0.19, 0.12, 1.95], [-1.06, -0.43, -4.46], [1.97, 1.42, 0.12], [3.68, -0.70, -3.39], [2.90, 0.41, 1.10], [1.43, 0.73, 2.86], [-4.11, 0.80, 3.12], [-2.97, -0.79, -1.70], [-0.69, -0.87, -2.87], [-3.43, 0.31, -1.07], [-2.58, -1.82, 3.89], [2.46, 2.01, -3.55], [-0.10, 0.12, 1.76], [-0.42, -0.67, -1.02], [0.31, -0.41, -0.94], [-0.20, 3.19, -1.25], [-2.40, 3.85, 2.98], [-1.21, -2.33, 3.60], [0.68, -0.43, -1.10], [2.34, -3.40, -2.54], [1.30, 1.22, -4.22], [2.61, -0.30, -1.06], [0.22, -0.09, -0.94], [0.80, 0.21, 1.35], [0.75, -1.56, 0.06], [-0.34, -0.52, 0.07], [0.04, 0.21, -2.71], [1.35, 0.80, -1.43], [-0.92, 0.00, -2.04], [-1.62, 0.36, 0.68], [1.96, 0.82, 0.73], [0.25, 0.76, -0.48], [2.05, 0.32, 1.03], [-0.12, 0.53, 2.28], [-1.90, 0.30, 1.46], [-2.10, -0.15, -0.32], [0.01, -0.54, -2.00], [0.53, -1.26, -1.71], [1.10, -1.25, 1.20], [1.75, 0.07, -0.26], [-1.15, 1.30, -0.83], [-0.03, 0.90, 1.60], [0.61, 1.30, 1.47], [-1.12, -1.10, 0.80], [1.27, -0.26, -0.90], [-1.07, 0.75, 1.37], [-0.79, -0.95, 2.01], [0.42, -2.05, 0.69], [1.10, 0.22, -1.70], [-0.69, 0.22, 2.24], [-0.21, 1.69, -0.03], [-2.06, -0.92, -0.07], [-0.63, 1.73, -0.41], [1.07, -0.05, -1.32], [-0.71, 0.43, -0.29], [-0.46, 0.61, 0.80], [0.80, -0.24, -0.24], [0.03, 0.11, -0.08], [-0.16, 0.28, -0.08], [0.09, -0.34, -0.23], [-0.01, -0.50, -0.18], [0.85, -1.26, 0.38], [-0.58, 0.91, -1.58], [0.36, 0.04, 0.82], [-0.34, 0.08, -0.17], [-0.29, 0.05, -0.35], [-0.13, -0.23, 0.52], [0.37, 0.04, 0.42], [0.20, -0.02, 0.25], [0.26, -0.08, 0.23], [-0.14, 0.10, -0.04], [-0.17, 0.05, -0.18], [-0.24, -0.72, -0.44], [-1.01, -0.30, 0.52], [0.34, 0.76, -0.16], [-0.05, 0.02, -0.14], [-0.14, -0.19, -0.21], [0.52, -0.04, -0.06], [0.54, -0.03, 0.08], [0.94, 0.88, 0.90], [-0.04, -0.69, -1.81], [-0.39, 0.55, 0.60], [-0.02, -0.38, -0.10], [0.11, -0.36, -0.28], [-0.08, -0.11, 0.60], [-0.23, 0.37, 0.33], [-0.10, 0.22, 0.21], [-0.03, 0.27, 0.22], [-0.07, -0.14, -0.07], [0.06, -0.19, -0.16], [0.73, 0.57, -0.15], [0.86, -0.24, 0.22], [-0.64, 0.09, -0.54], [0.01, -0.04, -0.08], [0.25, -0.01, -0.12], [-0.30, 0.03, 0.02], [-0.40, 0.13, 0.32], [-1.50, -0.57, 0.67], [0.97, 1.56, -1.30], [-0.12, -0.71, 0.07], [0.25, 0.17, 0.12], [0.16, 0.35, 0.04], [-0.03, -0.41, 0.56], [-0.15, -0.57, 0.06], [-0.07, -0.27, 0.02], [-0.18, -0.29, -0.02], [0.20, 0.06, -0.02], [0.11, 0.23, 0.01]],
  "lowdin_charge": [-0.005, -0.352, 0.280, 0.398, -0.308, -0.190, -0.356, 0.001, 0.041, -0.201, 0.005, -0.060, -0.071, -0.058, -0.005, -0.264, -0.384, -0.056, -0.217, -0.118, -0.101, -0.333, -0.105, -0.068, -0.187, -0.019, -0.121, -0.813, 0.883, -0.773, -0.295, 0.671, 0.038, 0.106, 0.092, 0.090, 0.094, 0.124, 0.081, 0.077, 0.088, 0.085, 0.099, 0.105, 0.097, 0.096, 0.077, 0.089, 0.095, 0.093, 0.099, 0.064, 0.085, 0.084, 0.087, -0.007, 0.054, 0.022, 0.080, 0.053, -0.047, -0.434, -0.300, 0.091, 0.091, 0.133, 0.100, 0.036, -0.495, -0.276, 0.078, 0.094, 0.128, 0.143, 0.149, 0.143, 0.172, 0.175, -0.045, -0.433, -0.293, 0.093, 0.077, 0.124, 0.096, 0.033, -0.498, -0.274, 0.097, 0.094, 0.128, 0.139, 0.149, 0.143, 0.173, 0.176, -0.032, -0.426, -0.292, 0.085, 0.084, 0.117, 0.099, 0.036, -0.502, -0.275, 0.092, 0.088, 0.130, 0.138, 0.130, 0.150, 0.177, 0.173],
  "total_charge": -1,
  "orbital_gap_ev": 6.888,
  "e_tot_ev": -157981.0847,
  "e_homo_ev": -5.14
}

We obtain molecular weight values of 873.97, 1394.94 g mol⁻¹ for the records listed above, in that order.